# 1
C30H46LaO3P2 as an isolated structure at a distorted geometry, computed with wB97M-V/def2-TZVPD.

Results
ΔE to the lowest compared entry with this formula, charge and spin in kcal per mole: 146.2
LUMO energy in eV: -3.61
HOMO-LUMO gap in eV: 5.2
Total charge: +1
HOMO in eV: -8.86

```
82
Properties=species:S:1:pos:R:3:forces:R:3
La -0.192 0.139 -0.096 3.12 5.31 5.33
C 1.487 3.056 -0.083 -0.32 -0.97 0.54
C 0.341 3.085 0.771 -0.10 -1.17 0.08
C 2.090 2.170 1.960 -0.49 0.35 -1.11
C 2.560 2.494 0.662 -0.99 -0.12 0.34
C 0.714 2.525 2.031 0.16 -0.20 -1.19
C 1.590 3.690 -1.420 0.18 0.37 -0.53
H 0.682 3.533 -2.019 0.22 0.27 0.10
H 2.433 3.270 -1.984 -0.20 0.20 0.03
H 1.744 4.783 -1.348 -0.04 -0.36 -0.12
C 3.929 2.257 0.166 0.64 -0.22 -0.15
H 4.089 2.723 -0.812 0.07 -0.08 0.18
H 4.124 1.179 0.061 0.08 0.20 0.00
H 4.684 2.661 0.855 -0.08 -0.09 -0.16
C 2.912 1.582 3.041 0.24 -0.26 0.30
H 3.885 2.093 3.128 -0.29 -0.23 0.01
H 3.104 0.518 2.831 0.14 0.17 0.24
H 2.396 1.654 4.006 0.26 -0.09 -0.17
C -0.138 2.495 3.241 -0.45 0.09 0.61
H -0.315 3.509 3.641 0.01 -0.30 -0.07
H 0.334 1.905 4.034 -0.18 0.11 -0.08
H -1.123 2.046 3.044 0.13 0.16 0.12
C -0.962 3.751 0.485 -0.47 0.48 0.06
H -1.093 4.628 1.146 -0.15 -0.20 -0.29
H -1.848 3.104 0.650 0.21 0.21 0.01
H -1.016 4.115 -0.552 -0.01 -0.05 0.25
C -1.568 -2.145 -2.824 0.86 -0.55 0.31
C -2.003 -1.084 -3.836 -0.34 0.40 -1.54
C -3.409 -0.531 -3.791 -0.68 0.17 -0.28
C -3.970 -0.269 -2.388 -0.73 0.51 0.56
C -3.036 0.026 -1.200 1.57 0.19 0.15
C -3.306 -0.971 -0.101 -1.29 -0.82 1.62
C -3.125 -2.489 -0.537 0.20 0.24 0.51
C -2.590 -2.937 -1.944 0.18 -0.72 -0.27
H -4.109 -1.235 -4.273 0.45 0.16 -0.12
H -4.614 -1.137 -2.159 0.28 0.32 0.16
H -3.446 0.381 -4.404 0.04 -0.21 0.08
H -3.399 -3.292 -2.593 -0.06 0.49 0.03
H -0.924 -2.882 -3.322 -0.40 0.02 -0.06
H -1.714 -1.270 -4.877 -0.47 -0.73 -0.04
H -2.073 -3.887 -1.723 -0.06 0.32 -0.08
H -2.443 -2.959 0.203 -0.37 0.05 -0.37
H -4.367 -0.878 0.239 0.30 -0.23 -0.25
H -4.115 -2.970 -0.377 0.81 0.10 -0.26
H -4.690 0.568 -2.466 0.17 -0.34 -0.15
H -3.107 1.071 -0.866 -0.60 -0.18 0.28
P -0.729 0.061 -3.324 -1.49 0.25 1.12
C 0.793 0.092 -4.272 0.51 0.54 -0.10
C -1.306 1.714 -3.034 0.45 1.52 0.33
P -2.442 -0.683 1.685 0.06 0.29 -1.65
C -0.628 -1.218 -1.995 -1.20 -3.11 1.01
C -3.561 0.496 2.452 -0.07 0.54 0.20
C -2.649 -2.067 2.857 0.20 -0.33 0.28
H 1.634 -0.011 -3.568 -0.15 0.03 -0.27
H 0.893 1.072 -4.784 -0.14 -0.51 0.36
H 0.856 -0.686 -5.032 -0.11 -0.14 0.17
H -1.986 1.832 -2.186 0.25 -0.40 -0.24
H -1.859 2.102 -3.896 0.15 -0.35 -0.24
H -0.462 2.402 -2.890 -0.04 -0.16 -0.11
H -2.870 -3.023 2.378 0.04 0.08 0.05
H -3.443 -1.830 3.587 0.29 -0.13 -0.44
H -1.698 -2.167 3.409 -0.39 -0.06 -0.24
H 0.385 -1.553 -1.782 0.54 -0.69 -0.38
H -1.266 -1.297 -0.993 0.61 -0.37 -3.34
H -3.098 0.836 3.388 -0.25 -0.11 -0.15
H -4.501 -0.020 2.661 -0.05 0.24 0.01
H -3.730 1.374 1.829 -0.05 -0.04 -0.01
O 2.043 -3.327 3.251 -0.13 0.39 -0.67
C 3.204 -3.050 2.621 0.25 0.29 0.11
C 4.370 -3.675 3.098 0.13 0.21 -0.27
C 5.610 -3.313 2.572 -0.48 -0.09 -0.01
C 5.695 -2.364 1.541 -0.11 0.22 -0.30
C 4.530 -1.794 1.016 0.77 -0.32 0.21
C 3.278 -2.112 1.545 -0.13 -0.51 0.73
C 2.068 -1.450 1.038 -0.59 0.41 -0.59
O 2.112 -0.719 -0.027 -0.16 -0.72 0.44
O 0.932 -1.588 1.637 0.37 0.28 -0.84
H 1.370 -2.742 2.811 0.17 -0.39 0.39
H 4.287 -4.421 3.893 -0.03 0.36 -0.27
H 6.513 -3.788 2.972 -0.35 0.27 -0.21
H 6.678 -2.075 1.149 -0.51 -0.14 0.13
H 4.572 -1.085 0.195 0.06 -0.09 0.17
```
Positions in Å, forces in eV/Å.

Atomic partial charges in e from the Mulliken method, atoms 1 to 2:
1. La 1.33
2. C 0.92

---

# 2
C5H3NO as an isolated structure at a distorted geometry, computed with wB97M-V/def2-TZVPD.

Results
ΔE to the lowest compared entry with this formula, charge and spin in kcal per mole: 88.6
LUMO energy in eV: -0.56
HOMO-LUMO gap in eV: 9.8
HOMO in eV: -10.33

```
10
Properties=species:S:1:pos:R:3:forces:R:3
O 0.612 1.163 1.673 -0.08 2.66 -1.26
C 0.257 0.156 1.077 1.59 1.79 1.97
C 0.402 0.337 -0.479 -0.03 -0.55 0.32
C -0.573 -0.130 -1.459 -0.47 -0.40 -0.09
C -1.354 -0.474 -2.307 0.30 0.09 0.47
C 0.314 -0.594 2.363 -0.79 -3.25 -0.50
N 0.478 -1.019 3.432 -0.31 0.32 -1.28
H 1.393 -0.077 -0.704 -0.14 -0.14 0.01
H 0.530 1.436 -0.556 -0.24 -0.62 0.24
H -2.060 -0.799 -3.040 0.16 0.09 0.12
```
Positions in Å, forces in eV/Å.

Atomic partial charges in e from the Mulliken method, atoms 1 to 2:
1. O -0.37
2. C 0.53

---

# 3
A 10-piece molecular cluster, C38H64N4O18 overall at a distorted geometry, computed with wB97M-V/def2-TZVPD.

Results
ΔE to the lowest compared entry with this formula, charge and spin in kcal per mole: 48.2
LUMO energy in eV: 0.09
HOMO-LUMO gap in eV: 10.7
HOMO in eV: -10.61

```
124
Properties=species:S:1:pos:R:3:forces:R:3
C 5.477 -3.475 -0.505 -1.55 -1.25 0.83
C 4.755 -2.947 0.733 2.27 -0.59 1.82
C 4.590 -1.399 0.795 -0.06 -0.74 0.24
O 3.199 -1.248 0.702 -3.01 -0.63 0.32
C 2.537 -2.443 0.745 0.08 -1.40 -1.71
O 1.356 -2.658 0.547 1.61 1.13 1.05
O 3.449 -3.465 0.788 -1.51 1.11 0.30
H 4.886 -3.180 -1.348 -0.32 0.10 -0.75
H 5.595 -4.600 -0.556 -0.04 1.42 0.35
H 6.378 -2.952 -0.539 1.86 0.48 -0.27
H 5.284 -3.249 1.717 -0.75 0.18 -1.63
H 4.932 -0.861 -0.101 0.85 -0.15 0.70
H 4.854 -1.006 1.801 0.51 0.05 -1.04
C 1.314 -0.750 -2.032 -1.36 0.83 -1.73
C 1.114 -1.864 -3.099 3.09 1.24 0.35
C 1.888 -1.558 -4.411 0.28 0.00 2.41
O 2.917 -2.495 -4.525 -0.12 -3.44 1.28
C 2.775 -3.449 -3.456 1.29 -0.59 -0.84
O 3.447 -4.439 -3.255 -1.09 2.30 -0.96
O 1.793 -3.067 -2.639 -1.15 0.37 -0.08
H 1.016 0.267 -2.366 -0.53 -0.62 -0.66
H 2.288 -0.463 -1.729 1.40 -0.97 0.32
H 0.697 -0.910 -1.196 -0.50 -0.59 1.25
H 0.105 -1.993 -3.371 -1.37 -0.78 0.41
H 2.450 -0.713 -4.198 0.43 2.41 -0.23
H 1.216 -1.433 -5.204 -0.50 -0.27 -1.63
C 3.987 1.901 -2.454 -0.21 -0.44 -1.84
C 3.684 2.714 -1.197 0.61 -1.31 1.33
C 3.827 1.838 0.121 -1.29 0.43 -1.71
O 5.191 1.928 0.459 0.30 1.61 -0.75
C 5.640 3.144 -0.084 0.36 -0.31 0.64
O 6.697 3.625 0.173 -0.42 -0.30 -0.12
O 4.714 3.704 -0.893 -0.11 -0.93 -0.45
H 3.228 1.086 -2.783 1.10 1.27 1.35
H 5.002 1.444 -2.412 -0.70 0.18 0.09
H 3.964 2.521 -3.380 0.28 0.03 0.77
H 2.736 3.231 -1.223 -0.17 0.19 -0.03
H 3.569 0.794 -0.082 -0.10 0.41 0.32
H 3.165 2.317 0.851 0.31 -0.40 0.33
C -1.477 -4.239 -0.248 -1.48 -1.03 0.00
C -1.225 -4.657 -1.741 0.92 0.04 1.01
C -1.250 -6.141 -2.137 0.55 -0.07 2.08
O -1.980 -6.160 -3.358 -0.83 -0.31 0.07
C -2.828 -5.072 -3.349 -1.33 -1.02 -0.87
O -3.896 -4.959 -3.941 3.15 -0.30 1.32
O -2.261 -4.180 -2.546 -2.01 2.40 -0.17
H -0.723 -4.524 0.510 -0.11 0.05 -0.85
H -2.462 -4.660 0.080 0.77 -0.35 -0.30
H -1.740 -3.193 -0.094 0.70 0.31 -0.62
H -0.302 -4.219 -2.112 0.15 0.20 0.14
H -1.730 -6.707 -1.285 0.06 0.16 -1.25
H -0.214 -6.488 -2.226 -0.47 -0.24 -0.51
C -5.199 4.497 -3.173 -1.34 -0.20 -0.64
O -4.673 3.424 -2.391 0.82 0.49 3.83
C -4.386 3.815 -1.096 0.41 7.34 0.83
O -4.332 5.144 -0.692 -0.54 -7.77 -2.33
O -4.093 2.848 -0.248 -0.83 0.87 -3.11
C -3.834 3.195 1.074 -0.53 -0.64 1.63
H -4.681 4.422 -4.120 -0.02 0.35 -0.17
H -5.154 5.467 -2.690 0.60 -0.12 0.03
H -6.276 4.284 -3.306 0.49 -0.03 -0.19
H -2.988 3.769 1.294 1.62 1.16 -0.77
H -3.575 2.199 1.366 -0.42 -0.45 1.63
H -4.615 3.743 1.630 -0.30 -0.87 -0.62
C -0.536 2.849 -1.339 3.23 0.86 -0.97
O -0.988 3.898 -0.491 -1.90 2.83 2.13
C -0.207 4.841 0.119 9.04 -1.25 -2.36
O 1.148 4.762 -0.059 -6.71 -0.17 0.80
O -0.635 5.877 0.831 -1.63 -2.00 -1.36
C 0.300 6.836 1.349 -0.35 1.41 0.02
H -1.256 2.060 -1.532 -0.55 0.39 0.66
H 0.389 2.479 -0.864 -0.50 -0.30 -0.39
H -0.192 3.242 -2.347 -0.61 -0.09 1.14
H -0.351 7.720 1.529 0.52 -0.76 0.29
H 1.141 7.187 0.762 -0.34 -0.55 -1.15
H 0.804 6.471 2.215 -0.24 -0.45 0.94
C 0.590 1.071 1.235 -0.80 -2.19 0.79
C -0.933 0.759 1.330 -0.18 1.84 -0.15
C -1.459 -0.525 0.685 0.02 -0.81 2.25
C -2.773 -0.823 1.344 -1.36 -0.22 -0.88
N -3.832 -1.051 1.771 1.79 0.40 -0.47
H 0.731 2.133 1.254 0.35 0.54 0.04
H 0.963 0.620 0.303 0.29 0.34 0.41
H 1.079 0.568 2.134 -0.29 0.73 -1.31
H -1.532 1.608 0.902 0.64 -0.66 -0.02
H -1.225 0.839 2.378 0.06 -0.53 0.11
H -0.846 -1.413 0.931 0.17 0.50 -0.07
H -1.484 -0.470 -0.387 -0.53 0.08 -0.48
C -3.860 0.122 -2.282 0.63 -0.14 -0.43
C -4.804 -1.088 -2.322 0.32 1.75 1.46
C -4.615 -1.978 -3.488 0.41 -1.19 -0.56
C -5.048 -1.361 -4.739 -1.17 1.92 -3.18
N -5.423 -0.806 -5.713 1.26 -1.82 3.12
H -4.056 0.817 -1.469 -0.09 -0.28 0.21
H -4.052 0.694 -3.188 0.31 0.16 -0.19
H -2.766 -0.149 -2.255 -0.97 0.04 -0.09
H -5.806 -0.669 -2.431 -0.17 -0.12 0.49
H -4.726 -1.629 -1.366 -0.19 -0.07 -0.43
H -5.254 -2.835 -3.287 0.14 -0.36 -0.47
H -3.581 -2.349 -3.600 -0.48 0.15 0.05
C 0.614 4.065 3.987 -1.22 -0.13 0.99
C 0.492 3.560 5.382 1.06 1.79 1.75
C -0.504 2.487 5.641 -1.85 0.87 0.09
C -0.140 1.205 5.140 0.58 -0.14 -0.15
N 0.279 0.206 4.786 0.19 -1.08 -0.50
H -0.267 4.428 3.497 -0.86 0.39 0.18
H 0.888 3.228 3.471 1.35 -1.89 -2.16
H 1.333 4.813 4.027 1.49 1.26 -0.58
H 0.347 4.430 6.042 -0.81 -0.30 0.02
H 1.479 3.287 5.755 0.22 -0.55 -0.34
H -1.420 2.813 5.076 0.27 -0.47 1.04
H -0.655 2.359 6.724 -0.44 0.21 -0.39
C -1.339 -3.432 3.684 -1.70 -0.32 -1.91
C 0.012 -4.039 3.638 1.09 -0.92 -1.78
C 1.052 -3.207 4.337 2.12 -0.71 -0.73
C 2.534 -3.582 4.214 -2.98 0.07 0.60
N 3.657 -3.772 4.203 1.23 -0.19 -0.26
H -1.502 -2.984 4.670 -0.50 0.16 -0.46
H -2.064 -4.276 3.449 0.50 1.06 0.80
H -1.516 -2.773 2.787 0.21 0.10 1.39
H 0.290 -4.335 2.587 -0.02 0.65 0.89
H -0.116 -4.973 4.110 0.45 -1.27 0.91
H 0.781 -3.116 5.364 0.14 0.05 0.92
H 1.091 -2.228 3.945 -0.47 1.39 -0.46
```
Positions in Å, forces in eV/Å.

Atomic partial charges in e from the Mulliken method, atoms 1 to 2:
1. C -1.32
2. C 0.44